Arrangement 1

Computed, not measured: a single C4H5N3O2 molecule, with wB97M-V/def2-TZVPD.

```
14
Properties=species:S:1:pos:R:3:lowdin_charge:R:1
H -1.22 1.26 1.88 0.13
C 0.50 -2.09 0.96 -0.14
O -1.77 2.62 0.39 0.11
N 0.21 1.12 -0.12 -0.05
H -0.47 1.17 -1.91 0.05
O 0.66 -1.05 -0.95 0.11
H 0.98 -3.05 -0.92 0.08
C 0.76 -2.23 -0.38 -0.12
N 0.24 -0.83 1.24 0.12
N 0.22 1.64 -1.43 0.06
H 0.48 -2.77 1.72 0.08
H 0.19 2.66 -1.42 0.10
C 0.35 -0.23 0.06 -0.43
C -1.15 1.78 0.88 -0.10
```

HOMO-LUMO gap   8.50 eV
M   127.10 g/mol

Arrangement 2

Computed, not measured: a single C4H5N3O2 molecule, with wB97M-V/def2-TZVPD.

```
14
Properties=species:S:1:pos:R:3:lowdin_charge:R:1
H 1.91 -0.35 -1.17 0.15
H -1.74 2.17 0.53 0.12
C -2.36 0.10 0.48 -0.08
N 0.08 -0.52 -0.18 -0.02
C 1.52 -0.98 -0.26 -0.24
N -0.81 -1.50 -0.04 0.05
C -1.52 1.15 0.23 0.05
C -0.13 0.89 -0.03 -0.48
N -1.99 -1.19 0.19 0.00
O 2.17 -0.68 0.87 -0.04
H 1.88 0.24 1.24 0.15
H 1.54 -2.12 -0.39 0.16
O 0.73 1.68 -0.21 0.10
H -3.29 0.14 0.93 0.09
```

HOMO-LUMO gap   9.75 eV
M   127.10 g/mol

Arrangement 3

Computed, not measured: 2 unconnected molecules or ions with the total composition C4H5N3O2, with wB97M-V/def2-TZVPD.

```
14
Properties=species:S:1:pos:R:3:lowdin_charge:R:1
N 1.76 -1.04 -0.12 -0.29
H -0.55 1.15 0.90 0.15
H -2.29 -1.71 0.23 0.07
C -2.26 -0.64 0.14 -0.14
C 1.85 1.49 0.28 -0.27
H 1.14 1.03 -1.75 0.18
C 0.90 0.97 -0.59 -0.07
H -2.24 -0.19 1.18 0.09
C -0.37 0.64 -0.09 -0.26
N -1.10 -0.25 -0.53 -0.01
N 2.55 1.96 1.07 0.18
O 2.41 -1.38 -1.09 0.09
H -3.23 -0.43 -0.46 0.12
O 1.42 -1.60 0.82 0.15
```

HOMO-LUMO gap (spin up / spin down)   8.22 / 7.76 eV
M   127.10 g/mol

Most stable structure: arrangement 2

Arrangement 1

Computed, not measured: a gas-phase ion, C4H10NO (charge -1), with wB97M-V/def2-TZVPD.

```
16
Properties=species:S:1:pos:R:3:lowdin_charge:R:1
H 2.37 -1.44 -1.25 0.07
H -1.57 -0.21 0.58 0.07
C 0.17 0.95 0.11 -0.22
C -1.22 0.85 0.83 -0.60
H 0.90 0.50 0.78 0.08
H -1.90 1.44 0.13 0.08
N 0.29 -1.25 -1.15 -0.15
H -0.76 0.41 -1.77 0.10
H 0.42 2.00 -0.05 0.09
H 1.54 -2.83 -0.60 0.06
O -1.22 1.18 2.11 -0.34
H 0.94 0.56 -1.93 0.10
H 1.74 -1.41 0.42 0.06
H -0.51 -1.60 -0.63 0.08
C 1.54 -1.74 -0.61 -0.17
C 0.17 0.21 -1.21 -0.30
```

HOMO-LUMO gap   6.27 eV
M   88.13 g/mol
Net charge   -1

Arrangement 2

Computed, not measured: a gas-phase ion, C4H10NO (charge -1), with wB97M-V/def2-TZVPD.

```
16
Properties=species:S:1:pos:R:3:lowdin_charge:R:1
N 0.95 -0.54 -0.42 -0.06
C -0.11 -0.91 0.55 -0.50
H 1.39 0.94 -1.99 0.07
H -0.25 0.32 -1.80 0.06
H 0.81 -0.05 2.27 0.06
C -1.42 -1.12 -0.16 -0.12
H -1.42 -1.76 -1.05 0.07
H -0.25 1.04 1.35 0.05
H -2.18 -1.46 0.57 0.07
H -1.79 -0.15 -0.54 0.07
H 1.67 -0.17 0.20 0.07
C -0.16 0.03 1.78 -0.09
O 0.32 1.81 -0.51 -0.35
C 0.61 0.72 -1.23 -0.56
H -0.97 -0.22 2.46 0.05
H 0.20 -1.92 0.90 0.11
```

HOMO-LUMO gap   6.75 eV
M   88.13 g/mol
Net charge   -1

Arrangement 3

Computed, not measured: a gas-phase ion, C4H10NO (charge -1), with wB97M-V/def2-TZVPD.

```
16
Properties=species:S:1:pos:R:3:lowdin_charge:R:1
H 0.11 1.41 1.20 0.12
H 2.28 0.85 0.08 0.06
H 0.48 2.04 -1.12 0.05
H -1.49 -2.31 0.54 0.07
O -1.93 -1.06 -1.03 -0.34
C 0.17 0.60 0.46 -0.51
H 1.91 -0.07 1.54 0.06
N -0.73 -0.44 0.94 -0.06
C -1.09 -1.47 -0.08 -0.57
H 0.02 0.43 -1.70 0.07
H -0.10 -1.83 -0.48 0.07
H 1.70 -0.84 -0.04 0.06
C -0.14 1.17 -0.91 -0.11
H -1.62 0.01 1.11 0.08
H -1.20 1.42 -1.01 0.07
C 1.61 0.10 0.50 -0.11
```

HOMO-LUMO gap   6.60 eV
M   88.13 g/mol
Net charge   -1

Arrangement 4

Computed, not measured: a gas-phase ion, C4H10NO (charge -1), with wB97M-V/def2-TZVPD.

```
16
Properties=species:S:1:pos:R:3:lowdin_charge:R:1
H 1.52 0.36 0.36 0.11
H 0.83 -1.19 2.79 0.05
H 1.44 -1.28 -0.45 0.08
N -0.07 -1.14 0.77 -0.16
H -0.98 -1.60 2.56 0.09
H -0.05 2.21 -2.10 0.07
H -0.32 -0.72 -1.76 0.10
C -0.66 1.51 -1.32 -0.58
H -0.29 0.05 2.34 0.07
C 0.89 -0.42 -0.13 -0.27
C -0.06 -1.03 2.21 -0.17
H 0.87 0.37 -2.18 0.08
H -0.97 -0.83 0.42 0.09
H -0.41 2.17 -0.45 0.06
O -1.92 1.40 -1.74 -0.37
C 0.19 0.15 -1.33 -0.22
```

HOMO-LUMO gap   5.93 eV
M   88.13 g/mol
Net charge   -1

Most stable structure: arrangement 3

Arrangement 1

Computed, not measured: a gas-phase ion, C4H10NO (charge -1), with wB97M-V/def2-TZVPD.

```
16
Properties=species:S:1:pos:R:3:lowdin_charge:R:1
C -0.18 -0.35 -1.36 -0.11
H -1.83 0.55 1.58 0.08
C 1.92 -0.05 0.49 -0.18
N 0.65 0.55 0.87 -0.11
H -1.09 -0.34 -1.97 0.07
H 1.82 -0.96 -0.11 0.05
C -0.46 0.54 -0.16 -0.40
H -0.50 1.59 -0.48 0.12
H 2.61 0.65 0.02 0.06
C -1.78 0.13 0.54 -0.55
O -2.90 0.38 -0.15 -0.35
H 0.28 0.02 1.66 0.07
H 2.38 -0.36 1.44 0.06
H 0.63 0.04 -1.97 0.06
H -1.57 -0.99 0.70 0.08
H 0.02 -1.39 -1.11 0.06
```

HOMO-LUMO gap   6.24 eV
M   88.13 g/mol
Net charge   -1

Arrangement 2

Computed, not measured: 2 unconnected molecules or ions with the total composition C4H10NO, with wB97M-V/def2-TZVPD.

```
16
Properties=species:S:1:pos:R:3:lowdin_charge:R:1
H -1.35 -0.84 -1.62 0.09
H 0.40 0.48 1.12 0.05
H 1.82 -0.50 -0.27 0.01
H -1.26 1.37 -0.56 0.14
H -2.59 0.79 0.38 0.12
H -0.92 -0.14 2.11 0.08
N -2.68 -0.56 0.12 -0.02
C -0.63 0.66 1.43 -0.07
O 3.61 -1.32 -0.79 -0.48
H 2.22 -0.17 -1.92 0.02
H -0.76 1.63 1.90 0.06
C 2.72 -0.31 -0.91 -0.53
H 3.19 0.67 -0.63 0.02
H -0.88 -1.55 0.01 0.10
C -1.48 0.58 0.16 -0.37
C -1.40 -0.78 -0.54 -0.24
```

HOMO-LUMO gap   5.46 eV
M   88.13 g/mol
Net charge   -1

Most stable structure: arrangement 1

Arrangement 1

Computed, not measured: a gas-phase ion, CH3I2N2 (charge +1), with wB97M-V/def2-TZVPD.

```
8
Properties=species:S:1:pos:R:3:lowdin_charge:R:1
I 2.56 0.90 -0.15 0.97
C -0.43 -0.01 -0.08 -0.76
H 0.73 -1.76 0.31 0.12
N 0.57 1.13 -0.29 -0.60
N -0.11 -1.20 0.39 0.13
H -0.89 -1.82 0.58 0.12
I -2.44 0.76 -0.17 0.98
H 0.01 2.00 -0.58 0.03
```

<S²>   2.0064
HOMO-LUMO gap (spin up / spin down)   6.20 / 7.06 eV
M   296.86 g/mol
Net charge   +1
Multiplicity   3

Arrangement 2

Computed, not measured: a molecular structure, CH3I2N2, with wB97M-V/def2-TZVPD.

```
8
Properties=species:S:1:pos:R:3:lowdin_charge:R:1
N 0.64 -1.01 -0.62 0.17
H 0.47 -1.83 -1.21 0.18
H -1.37 -1.00 -0.40 0.17
I -1.98 1.67 1.66 0.85
N -0.38 1.17 0.38 -1.05
I 1.49 1.90 0.81 0.81
H 1.48 -0.46 -0.43 0.05
C -0.36 -0.44 -0.19 -0.18
```

<S²>   2.0113
HOMO-LUMO gap (spin up / spin down)   6.97 / 5.93 eV
M   296.86 g/mol
Net charge   +1
Multiplicity   3

Most stable structure: arrangement 1

Arrangement 1

Computed, not measured: 2 unconnected molecules or ions with the total composition CH3OS, with wB97M-V/def2-TZVPD.

```
6
Properties=species:S:1:pos:R:3:lowdin_charge:R:1
H 1.04 1.59 0.88 0.05
C 0.01 1.30 0.94 -0.18
H -0.08 0.25 0.80 -0.05
H 1.08 -0.98 -1.68 -0.53
O -0.66 2.21 1.31 -0.04
S 0.20 -1.64 -1.01 -0.26
```

HOMO-LUMO gap   6.87 eV
M   63.10 g/mol
Net charge   -1

Arrangement 2

Computed, not measured: a molecular structure, CH3OS, with wB97M-V/def2-TZVPD.

```
6
Properties=species:S:1:pos:R:3:lowdin_charge:R:1
H -1.10 1.15 0.48 -0.30
H 0.49 -1.12 -1.24 0.03
O 1.33 0.75 -1.00 -0.26
C 0.91 -0.35 -0.53 -0.58
H 1.39 -0.78 0.35 0.01
S -1.05 -0.19 0.73 0.10
```

HOMO-LUMO gap   7.50 eV
M   63.10 g/mol
Net charge   -1

Most stable structure: arrangement 2

Arrangement 1

Computed, not measured: 2 unconnected molecules or ions with the total composition CH6S2, with wB97M-V/def2-TZVPD.

```
9
Properties=species:S:1:pos:R:3:lowdin_charge:R:1
C 5.11 -2.07 -0.34 -0.08
S -6.44 3.30 1.39 0.28
H 4.01 -2.30 -0.50 0.03
H 5.78 -3.07 -0.23 0.06
H -5.97 2.61 -1.13 -0.25
H 5.39 -1.57 0.64 0.03
H 5.51 -1.59 -1.16 -0.04
S -7.18 2.52 -0.61 0.26
H -6.20 2.18 1.94 -0.29
```

HOMO-LUMO gap   9.38 eV
M   82.19 g/mol

Arrangement 2

Computed, not measured: 2 unconnected molecules or ions with the total composition CH6S2, with wB97M-V/def2-TZVPD.

```
9
Properties=species:S:1:pos:R:3:lowdin_charge:R:1
S -3.87 1.18 -0.03 0.21
H 1.60 -1.32 -0.92 0.01
H 2.18 0.34 -0.68 0.02
H 3.31 -0.99 -0.68 0.01
S -2.17 0.09 0.28 0.20
H 2.21 -0.84 0.69 0.01
H -3.32 2.40 0.13 -0.21
H -2.27 -0.15 1.59 -0.21
C 2.31 -0.70 -0.38 -0.05
```

HOMO-LUMO gap   10.15 eV
M   82.19 g/mol

Most stable structure: arrangement 2